ORCA calculation (ωB97M-V with the def2-TZVPD basis set) on a molecular structure, C8H8O3 in a non-equilibrium geometry.

Last column: Mulliken charge in e.
Atoms and positions in Å:
C 0.7610 0.0870 -0.9818  -0.52
C -0.3964 0.4886 -2.0167  0.61
C 0.3417 0.0217 0.3701  0.39
C 0.4688 -1.1129 1.1246  -0.10
C 0.0619 -1.2041 2.5019  -0.28
C -0.4721 -0.0585 3.0988  -0.31
C -0.5826 1.0646 2.3194  -0.40
C -0.2365 1.1743 1.0344  -0.45
H 2.1832 -1.0544 -1.7391  0.27
H 1.3561 0.7158 -1.0481  0.91
H -0.1191 -1.2749 -2.6133  0.40
H 1.0392 -2.2032 1.0180  0.10
H 0.2308 -2.2752 2.9338  0.24
H -0.9644 0.0493 4.3885  0.12
H -1.1847 1.7888 2.6494  0.47
H -0.0533 2.2963 0.3916  0.14
O 1.3177 -1.1384 -1.4986  -0.61
O -0.7203 -0.4759 -2.8643  -0.52
O -0.8678 1.5134 -1.9726  -0.45

HOMO   -9.30 eV
LUMO level   0.4 eV
ΔE to the lowest compared entry with this formula, charge and spin   122.0 kcal/mol
Orbital gap   9.69 eV
DFT total energy   -535.19716 Ha